The following is a quantum chemistry calculation of a molecular structure, C43H36BiClN9O6S3, from the OMol25 dataset.

Last column: Löwdin charge in e.
Positions of all 99 atoms, in Å:
Bi (-0.76588, 0.21754, 1.70747)  1.8668
C (-2.97944, -3.95886, -0.60387)  -0.0745
O (-2.10646, -3.17414, -1.41264)  -0.1239
C (-0.79739, -3.24439, -0.99495)  -0.2350
C (0.08922, -3.98926, -1.74058)  -0.0177
C (1.42421, -4.11954, -1.35577)  -0.1107
C (1.83380, -3.50549, -0.19389)  -0.0586
C (0.96239, -2.70709, 0.55775)  -0.1399
C (1.49592, -2.12971, 1.77113)  -0.0595
N (0.97749, -1.17249, 2.44841)  -0.0923
N (1.65698, -0.82595, 3.60051)  0.0756
C (1.07996, 0.17797, 4.21017)  -0.4812
O (0.02211, 0.77789, 3.82368)  -0.2636
C (1.72991, 0.64802, 5.47037)  -0.1367
C (2.83018, -0.01429, 6.00990)  -0.0398
C (3.42296, 0.45312, 7.17149)  -0.0914
C (2.92217, 1.58440, 7.80472)  -0.1051
C (1.82372, 2.24304, 7.27188)  -0.0889
C (1.22839, 1.77592, 6.10873)  -0.0219
C (-0.38138, -2.52317, 0.15619)  -0.2898
O (-1.23392, -1.76183, 0.79986)  -0.2845
H (-3.99667, -3.72192, -0.91396)  0.0781
H (-2.85364, -3.71355, 0.45095)  0.0753
H (-2.78261, -5.02468, -0.76021)  0.0903
H (-0.29043, -4.48094, -2.62847)  0.1201
H (2.10964, -4.71742, -1.94202)  0.0964
H (2.85277, -3.61741, 0.15855)  0.1010
H (2.42777, -2.54354, 2.15391)  0.1320
H (3.20261, -0.89818, 5.51022)  0.0991
H (4.27729, -0.06721, 7.58646)  0.0968
H (3.38727, 1.94930, 8.71234)  0.0937
H (1.42895, 3.12382, 7.76296)  0.0968
H (0.37059, 2.27312, 5.67672)  0.1134
S (-6.63036, -1.34810, -0.93424)  0.5461
C (-5.68102, -0.65070, 0.24576)  -1.1072
S (-4.96375, -1.60835, 1.49570)  0.9647
C (-4.08358, -0.22953, 2.10065)  -1.1642
N (-4.35687, 0.85669, 1.45449)  0.0067
N (-5.25466, 0.62439, 0.42276)  -0.1360
C (-5.50591, 1.74789, -0.41878)  -0.1935
C (-4.59091, 2.79930, -0.41034)  -0.0354
C (-4.79714, 3.89908, -1.22594)  -0.0909
C (-5.90987, 3.96961, -2.05330)  -0.1042
C (-6.83025, 2.93395, -2.03312)  -0.0868
C (-6.64254, 1.82793, -1.21606)  -0.0488
S (-2.96646, -0.37158, 3.40640)  0.4535
H (-3.73422, 2.74267, 0.24250)  0.0973
H (-4.08182, 4.71284, -1.20780)  0.0978
H (-6.06494, 4.82985, -2.69213)  0.0952
H (-7.71597, 2.98134, -2.65403)  0.1003
H (-7.36572, 1.03008, -1.20556)  0.0394
C (-0.91287, 2.91450, -1.32813)  0.0336
C (-1.76020, 1.72572, -1.61859)  -0.3796
N (-2.05532, 0.77492, -0.77031)  0.0544
C (-2.87885, -0.10684, -1.42726)  -0.1305
C (-3.10585, 0.33269, -2.68915)  -0.0379
N (-2.38222, 1.50644, -2.81363)  -0.0270
C (-2.12909, 2.17880, -4.05201)  -0.0693
N (-0.73960, 2.01851, -4.43736)  -0.0679
N (-0.17578, 2.95309, -5.22716)  0.0347
N (1.04352, 2.63881, -5.45938)  0.0579
C (1.31749, 1.46293, -4.79708)  -0.2452
C (2.50877, 0.73249, -4.70492)  -0.0225
C (2.49261, -0.39140, -3.91723)  -0.0779
C (1.32925, -0.79312, -3.22149)  -0.0465
C (0.14906, -0.09673, -3.31211)  0.0191
C (0.16716, 1.04551, -4.12717)  -0.1528
H (-0.23838, 2.68718, -0.50267)  0.0651
H (-1.53286, 3.76515, -1.03535)  0.0802
H (-0.31633, 3.21455, -2.18967)  0.0818
H (-3.22378, -1.01124, -0.95879)  0.0890
H (-3.68407, -0.07065, -3.50199)  0.1260
H (-2.32142, 3.24946, -3.99177)  0.1346
H (-2.78699, 1.74250, -4.80339)  0.1376
H (3.39694, 1.05842, -5.22901)  0.1082
H (3.39246, -0.97999, -3.80581)  0.0874
H (1.37277, -1.65413, -2.56580)  0.0939
H (-0.72113, -0.41248, -2.75227)  0.0973
C (4.90664, -2.24662, -1.52539)  -0.0234
C (4.87959, -1.71740, -0.12051)  -0.2039
C (5.49054, -2.41064, 0.91157)  -0.0820
C (5.44279, -1.93063, 2.21231)  -0.6725
Cl (6.21508, -2.83974, 3.48776)  0.6285
C (4.79029, -0.75364, 2.50792)  -0.1073
C (4.16598, -0.04765, 1.48732)  0.0010
C (4.20392, -0.52684, 0.18234)  -0.2165
O (3.59991, 0.09305, -0.87206)  -0.0365
C (2.88451, 1.28655, -0.59693)  -0.0790
C (1.60069, 1.03278, 0.20070)  -0.6925
O (1.37146, 1.73055, 1.21614)  -0.0942
O (0.83542, 0.12145, -0.20996)  -0.1134
H (5.79707, -2.85413, -1.68893)  0.0816
H (4.90019, -1.42992, -2.24342)  0.0655
H (4.02864, -2.86586, -1.72923)  0.0675
H (6.01298, -3.33581, 0.70133)  0.1110
H (4.73172, -0.39501, 3.52532)  0.0977
H (3.62479, 0.85294, 1.73799)  0.1081
H (2.60561, 1.68928, -1.57295)  0.1321
H (3.51444, 2.00175, -0.06680)  0.1298

Its total charge is -1. The calculation puts the calculated total energy at -4473.98820 hartree. Its energy above the lowest of the compared OMol25 structures with the same formula, charge and spin is 0.0 kcal/mol. As for the largest force on an atom: 0.25 eV Å⁻¹.


The following is a quantum chemistry calculation of a molecular structure, C43H36F3N9STi, from the OMol25 dataset.

Last column: Löwdin spin population.
Positions of all 93 atoms, in Å:
Ti (-0.28283, 0.00897, -0.28372)  0.8556
C (5.06320, 0.59849, 3.56105)  0.0010
C (3.89154, 0.02588, 2.82887)  0.0049
C (4.00395, -1.08861, 2.00222)  0.0003
C (2.91611, -1.58546, 1.31295)  0.0063
C (1.64783, -0.99931, 1.42797)  0.0075
N (0.53949, -1.43966, 0.70722)  0.0039
C (0.23395, -2.77373, 0.80312)  0.0028
C (0.79120, -3.57407, 1.82381)  -0.0020
C (0.59014, -4.93085, 1.89696)  0.0003
C (-0.18696, -5.58583, 0.94520)  -0.0020
C (-0.32911, -7.07450, 0.93269)  -0.0004
C (-0.82849, -4.80765, -0.00236)  0.0005
C (-0.67572, -3.42173, -0.06337)  -0.0014
N (-1.38352, -2.73425, -1.06949)  0.0005
C (-2.42048, -3.23906, -1.77199)  0.0059
C (-2.60122, -2.44488, -2.88054)  0.0000
C (-1.63048, -1.45440, -2.76825)  0.0061
N (-0.91523, -1.61536, -1.65031)  -0.0034
C (1.53178, 0.08323, 2.32432)  0.0053
C (2.63806, 0.59706, 2.98620)  -0.0009
N (0.25039, 0.55812, 2.63222)  0.0037
C (-0.16678, 0.95250, 3.85505)  0.0014
C (-1.53764, 1.03492, 3.81270)  -0.0003
C (-1.87904, 0.66640, 2.50993)  0.0016
N (-0.79005, 0.39059, 1.80146)  0.0029
H (5.99280, 0.13056, 3.25301)  0.0000
H (4.94356, 0.45258, 4.63371)  0.0003
H (5.13576, 1.66940, 3.38139)  0.0002
H (4.96184, -1.57236, 1.89353)  -0.0001
H (3.03634, -2.43837, 0.66038)  0.0002
H (1.40807, -3.09597, 2.57067)  0.0000
H (1.04686, -5.49600, 2.69654)  0.0000
H (0.45663, -7.53429, 1.52439)  0.0000
H (-0.27643, -7.45772, -0.08442)  -0.0001
H (-1.28893, -7.37535, 1.35028)  -0.0001
H (-1.44823, -5.30681, -0.73114)  0.0001
H (-2.96949, -4.10375, -1.46408)  0.0004
H (-3.33241, -2.56843, -3.65103)  -0.0001
H (-1.42882, -0.65987, -3.46588)  0.0005
H (2.51954, 1.45105, 3.63770)  -0.0001
H (0.51026, 1.11496, 4.66897)  0.0002
H (-2.19228, 1.32423, 4.61017)  -0.0001
H (-2.86109, 0.57751, 2.09247)  0.0001
C (-4.46907, 2.66376, 1.19660)  0.0000
C (-3.28612, 3.31868, 0.56387)  0.0003
C (-3.43540, 4.52729, -0.11559)  0.0007
C (-2.32148, 5.14062, -0.65667)  0.0001
C (-1.08990, 4.53384, -0.49206)  0.0011
C (-1.02179, 3.32754, 0.21266)  0.0025
N (-2.09620, 2.73302, 0.71208)  0.0025
C (0.36754, 2.84806, 0.45301)  0.0189
C (1.19292, 3.79775, 1.03008)  -0.0054
C (2.57808, 3.64396, 0.98157)  0.0232
C (3.07084, 2.56377, 0.28905)  -0.0041
C (2.20490, 1.57096, -0.18756)  0.0254
N (0.84067, 1.67111, -0.03987)  0.0002
C (2.73067, 0.41620, -0.89305)  0.0015
C (4.11669, 0.18406, -0.92970)  0.0045
C (4.61815, -0.89426, -1.61598)  0.0015
C (3.71536, -1.72777, -2.25555)  0.0042
C (2.35233, -1.45149, -2.19975)  0.0010
C (1.46553, -2.36081, -2.99469)  0.0001
N (1.85072, -0.41005, -1.51630)  0.0050
H (-5.39538, 3.06978, 0.80079)  0.0000
H (-4.44801, 2.83746, 2.27332)  0.0000
H (-4.45095, 1.59091, 1.01921)  0.0000
H (-4.41013, 4.97898, -0.20352)  0.0000
H (-2.39877, 6.08453, -1.17560)  0.0000
H (-0.19127, 4.97825, -0.89185)  0.0000
H (0.75826, 4.67877, 1.47640)  -0.0006
H (3.23324, 4.39291, 1.39428)  0.0015
H (4.12888, 2.51071, 0.09963)  -0.0006
H (4.79661, 0.81684, -0.39241)  0.0003
H (5.67919, -1.08480, -1.65936)  0.0000
H (4.06528, -2.59236, -2.79445)  0.0002
H (2.07523, -3.08669, -3.52553)  0.0000
H (0.88651, -1.79283, -3.72010)  0.0000
H (0.78598, -2.91302, -2.35280)  0.0000
F (-5.56266, 2.50947, -2.02308)  -0.0002
C (-4.93601, 1.38124, -2.41865)  -0.0004
F (-5.34370, 0.41257, -1.60458)  -0.0006
F (-5.43091, 1.08557, -3.63583)  -0.0001
C (-3.44535, 1.58496, -2.48895)  -0.0007
C (-2.96880, 2.40817, -3.48945)  0.0070
C (-1.59344, 2.59813, -3.63000)  -0.0003
C (-0.74722, 1.95089, -2.75083)  0.0066
N (-1.19117, 1.17376, -1.76687)  0.0009
C (-2.52532, 0.97352, -1.60359)  0.0080
S (-2.90405, -0.05957, -0.31960)  -0.0064
H (-3.66403, 2.87916, -4.16932)  0.0004
H (-1.20382, 3.22474, -4.41188)  -0.0001
H (0.33326, 2.05353, -2.82813)  0.0005

Its total charge is +1. The calculation puts the calculated total energy at -3700.20898 hartree. Its energy above the lowest of the compared OMol25 structures with the same formula, charge and spin is 14.9 kcal/mol. The spin multiplicity is 2. As for the largest force on an atom: 3.10 eV Å⁻¹.